Entry from OMol25: a structure of composition C15H33N5PPtSSbSe4 (wB97M-V/def2-TZVPD).

Each line ends with the natural charge from an NBO analysis.
Element x y z (Å)
Pt 1.999 -0.895 -0.484  0.711
C 0.601 -6.457 -0.695  -0.667
C 0.952 -5.497 0.375  0.372
N 1.244 -5.787 1.600  -0.254
N 1.515 -4.576 2.174  -0.362
C 1.412 -3.546 1.331  0.260
S 1.794 -1.940 1.725  -0.159
N 1.015 -4.134 0.167  -0.221
N 0.743 -3.456 -1.003  -0.690
H 0.663 -7.465 -0.295  0.254
H 1.290 -6.352 -1.534  0.259
H -0.409 -6.277 -1.064  0.235
H 1.819 -4.525 3.130  0.431
H -0.235 -3.530 -1.249  0.374
H 1.386 -3.705 -1.768  0.423
Se 4.207 -1.528 -0.620  -0.169
Sb 3.946 -1.837 -3.227  1.029
Se 3.004 -4.032 -3.479  -0.712
Se 5.843 -1.086 -4.397  -0.603
Se 2.213 -0.052 -2.762  -0.451
C -2.859 0.402 -0.902  -0.611
C -1.861 1.550 -1.129  -0.368
C -2.616 2.880 -1.057  -0.617
C -1.306 1.359 -2.553  -0.622
P -0.467 1.350 0.115  1.884
N 0.375 0.082 -0.342  -1.217
C -1.197 1.029 1.823  -0.376
C -2.357 1.936 2.241  -0.616
C -1.660 -0.446 1.883  -0.616
C -0.069 1.186 2.856  -0.611
C 0.633 2.874 0.134  -0.348
C 0.917 3.301 -1.314  -0.616
C 1.992 2.576 0.786  -0.614
C -0.021 4.054 0.865  -0.617
H -3.559 0.396 -1.739  0.218
H -3.443 0.520 0.008  0.205
H -2.361 -0.568 -0.878  0.224
H -3.476 2.817 -1.729  0.220
H -2.006 3.716 -1.397  0.212
H -2.996 3.113 -0.063  0.214
H -2.142 1.110 -3.210  0.211
H -0.583 0.545 -2.600  0.252
H -0.841 2.257 -2.949  0.214
H -3.239 1.803 1.618  0.209
H -2.090 2.993 2.242  0.215
H -2.642 1.671 3.263  0.218
H -2.706 -0.559 1.607  0.208
H -1.549 -0.805 2.908  0.214
H -1.051 -1.089 1.248  0.240
H 0.213 2.225 3.014  0.205
H 0.814 0.613 2.581  0.228
H -0.429 0.798 3.811  0.216
H 1.314 2.484 -1.917  0.241
H 1.673 4.087 -1.284  0.220
H 0.038 3.714 -1.805  0.205
H 2.458 1.682 0.373  0.233
H 1.934 2.476 1.866  0.213
H 2.651 3.419 0.567  0.218
H -1.003 4.311 0.471  0.217
H 0.624 4.925 0.725  0.224
H -0.109 3.888 1.937  0.210

Its energy relative to the best compared isomer or geometry (same formula, charge and spin) is 5.9 kcal per mole. The orbital gap (alpha / beta) comes out at 0.1714 / 0.1714 Ha. The HOMO energy (alpha / beta) is -7.38 / -7.38 eV.